(1)
B2CaF8N3O9 | wB97M-V/def2-TZVPD

The geometry in XYZ format:
```
23
Properties=species:S:1:pos:R:3
Ca -0.14823 -0.18506 -0.21765
N -0.96843 -2.51485 -1.92755
O -0.76104 -1.38377 -2.45486
O -1.23974 -3.53052 -2.57244
O -0.92018 -2.50563 -0.70427
N -0.16155 -0.49945 3.26722
O 1.05461 -0.43523 3.34471
O -0.94054 -0.67757 4.28598
O -0.61627 -0.36520 2.10375
N 2.54274 -1.27777 -0.56665
O 1.85187 -1.46948 0.42271
O 2.02333 -0.63566 -1.45994
O 3.58352 -1.89978 -0.76486
B 1.52213 2.37505 -0.07995
F 2.85588 2.45619 -0.36591
F 0.94122 1.86392 -1.22356
F 1.32862 1.53057 0.98486
F 1.13082 3.62316 0.14294
B -2.66272 1.14372 -0.44666
F -3.95557 1.64795 -0.26375
F -2.54554 -0.18687 -0.24274
F -2.18462 1.31992 -1.68019
F -1.73042 1.60644 0.41875
```

Properties
- Charge: -2
- Multiplicity: 2
- <S²>: 0.756
- Molar mass: 399.7 g mol⁻¹
- Orbital gap (spin up / spin down): 0.31485 / 0.12565 hartree

Atomic partial charges in e from the Mulliken method, atoms 1 to 4: atom 1 (Ca): 1.622, atom 2 (N): 1.284, atom 3 (O): -0.688, atom 4 (O): -0.719

***

(2)
C13H31ClFO7P | wB97M-V/def2-TZVPD

The geometry in XYZ format:
```
54
Properties=species:S:1:pos:R:3
O -1.59023 -0.52569 2.98166
C -1.93765 -1.20870 2.07850
O -3.16950 -1.76247 1.96864
C -3.97959 -1.25269 0.89042
C -5.23893 -2.08869 0.77990
C -6.00552 -2.21080 2.08936
F -6.71547 -3.40542 2.09202
O -1.10261 -1.53528 1.06007
P -1.26777 -2.95546 0.18624
O 0.19590 -3.57226 0.52613
Cl -0.86575 -2.10152 -1.62495
H -3.41681 -1.30803 -0.04766
H -4.20058 -0.19936 1.09036
H -5.87011 -1.61939 0.02204
H -4.98046 -3.09437 0.44134
H -6.73831 -1.40956 2.20751
H -5.33948 -2.21893 2.95188
H 0.10938 -4.49517 0.80160
C 1.61578 0.05133 -6.05355
C 0.43297 0.25173 -5.12010
C 0.66872 1.39327 -4.14597
O 0.12049 -0.95640 -4.42508
H 2.51101 -0.19672 -5.47586
H 1.42187 -0.76529 -6.74905
H 1.82613 0.95780 -6.62225
H -0.46145 0.45959 -5.71081
H 1.54119 1.17790 -3.52148
H -0.19291 1.52349 -3.49006
H 0.86293 2.32891 -4.67052
H 0.88707 -1.19058 -3.88868
C 3.26398 3.97384 -2.27319
C 4.03574 3.77713 -3.56829
C 5.21144 4.73331 -3.68567
O 3.17080 3.88964 -4.69778
H 2.85754 4.98844 -2.22799
H 2.43201 3.27225 -2.21200
H 3.90709 3.82947 -1.40413
H 4.40221 2.74951 -3.61597
H 4.85701 5.76811 -3.67809
H 5.75030 4.56538 -4.61786
H 5.90545 4.60876 -2.85348
H 2.81237 4.78451 -4.70877
C -0.95985 -0.96395 6.43576
C 0.03410 -2.04182 6.83240
C 1.44545 -1.49286 6.96970
O 0.00111 -3.12315 5.89905
H -0.69295 -0.55082 5.45953
H -1.96519 -1.37738 6.35642
H -0.97267 -0.14730 7.15927
H -0.26919 -2.49230 7.77963
H 1.77859 -1.07228 6.01657
H 2.13899 -2.28407 7.25453
H 1.48964 -0.70241 7.72027
H 0.24574 -2.76325 5.03846
```

Properties
- Energy above the lowest of the compared OMol25 structures with the same formula, charge and spin: 0.0 kcal per mole
- SMILES string: O=C(OCCCF)OP(O)Cl.CC(C)O.CC(C)O.CC(C)O
- Molar mass: 384.8 g mol⁻¹
- Orbital gap: 0.38398 hartree

Atomic partial charges in e from the Mulliken method, atoms 1 to 4: atom 1 (O): -0.506, atom 2 (C): 0.588, atom 3 (O): -0.236, atom 4 (C): -0.389